DFT (wB97M-V/def2-TZVPD) results for a structure of composition C22H36B2N2O44S7 at a distorted geometry.

Summary:
ΔE to the lowest compared entry with this formula, charge and spin	0.0	kcal per mole
largest force on an atom	3.72	eV Å⁻¹
molecular weight	1278.6	g/mol

Each line ends with the Mulliken charge.
Positions of all 113 atoms, in Å:
N 1.33898 -5.15102 -2.94578  -0.3390
H 1.61845 -4.92623 -3.90109  0.3628
H 1.77509 -5.96440 -2.51681  0.4099
H 0.32312 -5.28716 -2.99192  0.4107
H 1.48904 -4.30408 -2.36004  0.2088
N 0.59971 2.63933 -4.70480  -0.1569
H 0.12383 2.87949 -3.82402  0.3107
H 1.07434 3.40378 -5.17717  0.4003
H -0.06843 2.09671 -5.25015  0.3668
H 1.34601 1.95321 -4.49767  0.2536
O -1.46348 -0.98415 -2.57765  -0.4384
C -2.38033 -0.26958 -2.88189  0.6210
O -3.59741 -0.64328 -3.15834  -0.5274
B -4.42575 0.54935 -3.50171  1.0904
O -3.43853 1.67549 -3.53594  -0.7079
C -2.29103 1.26321 -3.09075  0.3635
O -1.27091 1.90319 -3.07067  -0.5540
O -5.51075 0.75991 -2.55414  -0.3944
C -6.53406 1.29239 -3.23252  0.5217
O -7.58571 1.60922 -2.78521  -0.5598
C -6.23918 1.01773 -4.75618  0.5171
O -5.06392 0.39832 -4.79051  -0.5226
O -6.98155 1.24652 -5.65047  -0.5551
O 0.57961 1.42530 2.82121  -0.5734
C 0.39793 0.99758 1.72512  1.0786
O 1.25894 0.81369 0.73218  -0.8571
B 0.59523 0.01398 -0.30679  1.8103
O -0.83068 -0.01898 0.05117  -0.3512
C -0.95847 0.42766 1.28626  0.1291
O -1.98299 0.52478 1.88507  -0.5903
O 0.75278 0.69084 -1.60331  -0.4058
C 1.19166 -0.13069 -2.49964  0.1892
O 1.29692 0.08984 -3.67685  -0.7980
C 1.42160 -1.48555 -1.78933  0.8042
O 1.11406 -1.35385 -0.53010  -1.2594
O 1.74531 -2.52181 -2.31645  -0.8215
C -4.65903 -1.08676 1.64068  0.2717
C -6.10701 -1.20542 2.06696  -0.2788
O -6.02280 -2.29104 3.04777  -0.3506
S -4.99144 -3.40267 2.56907  1.0671
O -5.66677 -4.36629 1.77856  -0.5997
O -4.17919 -3.86437 3.63643  -0.5335
O -4.10157 -2.40847 1.69658  -0.1473
H -4.10082 -0.52769 2.38732  -0.1276
H -4.52284 -0.73166 0.62384  0.1710
H -6.80416 -1.56344 1.30829  0.3092
H -6.53266 -0.38583 2.63462  0.2761
C 3.50376 -0.08601 -7.92177  -0.2498
C 2.92236 0.00040 -6.52240  -0.3363
O 2.70575 1.39792 -6.29615  -0.2721
S 2.46856 2.20474 -7.68275  1.0902
O 3.41117 3.24962 -7.76120  -0.5177
O 1.07618 2.38962 -7.83717  -0.5360
O 2.94849 0.99756 -8.63416  -0.3317
H 3.11827 -1.01724 -8.34880  0.2671
H 4.58349 -0.22714 -7.98542  0.3171
H 3.49393 -0.42788 -5.70370  0.3969
H 1.93233 -0.46685 -6.47145  0.1782
C -2.55217 1.69053 5.45794  -0.3726
C -1.60442 0.53375 5.70619  0.5052
O -2.36002 -0.39424 6.48320  -0.3041
S -3.94388 -0.14124 6.39546  1.0347
O -4.42795 0.34689 7.63190  -0.5871
O -4.60413 -1.25615 5.81985  -0.4382
O -3.81757 0.99612 5.29826  -0.3369
H -2.40660 2.29877 4.57929  0.2474
H -2.72124 2.32310 6.33576  0.3445
H -0.63449 0.80284 6.10738  0.3199
H -1.46230 0.07982 4.72335  -0.4184
C 3.28295 1.42784 4.66641  0.1206
C 3.63078 0.56115 3.46720  0.9010
O 4.65972 1.37669 2.89253  -0.4672
S 4.14162 2.89625 2.75973  0.9729
O 3.04710 3.02618 1.86271  -0.2496
O 5.24860 3.75546 2.75984  -0.6341
O 3.46827 2.78483 4.22192  -0.4292
H 3.80635 1.20886 5.59574  0.3782
H 2.22380 1.42012 4.93297  -0.1872
H 2.83093 0.43463 2.74315  -0.7825
H 3.98034 -0.38670 3.86552  0.4196
C 0.05328 4.70032 0.74909  0.0934
C 0.07249 3.66733 -0.36962  0.3845
O 0.19960 4.37887 -1.59486  -0.2064
S 0.85526 5.83009 -1.32399  1.0659
O 0.21862 6.74833 -2.18780  -0.5520
O 2.25948 5.69642 -1.30953  -0.5512
O 0.30730 5.98854 0.16595  -0.3910
H 0.92554 4.50816 1.38328  0.1218
H -0.79164 4.69592 1.43103  0.3065
H -0.81870 3.03259 -0.37753  0.2119
H 0.86996 2.93111 -0.27598  -0.2483
C -0.92497 -3.20731 4.19288  -0.1961
C -0.52728 -2.72376 2.83185  -0.0552
O 0.68584 -2.00937 3.00129  0.1379
S 1.55592 -2.65444 4.21849  1.3149
O 1.89111 -1.64897 5.15963  -0.5889
O 2.58235 -3.49352 3.72642  -0.6248
O 0.32123 -3.53023 4.81259  -0.4387
H -1.51422 -4.12559 4.14515  0.3170
H -1.60717 -2.56159 4.74931  0.0948
H -1.26879 -2.07041 2.37441  -0.0286
H -0.45480 -3.61530 2.19931  0.1743
C 4.39987 -3.33401 -0.48424  -0.1740
C 3.68475 -2.98745 0.81677  0.4581
O 4.50048 -2.02233 1.50985  -0.0864
S 5.87190 -1.80267 0.67768  1.0822
O 6.99488 -1.81485 1.51501  -0.5808
O 5.66161 -0.75062 -0.24896  -0.5507
O 5.76409 -3.19488 -0.10231  -0.4231
H 4.09934 -2.56473 -1.20275  0.1994
H 4.18053 -4.29996 -0.92230  0.2362
H 3.54878 -3.87961 1.43133  0.3363
H 2.72220 -2.48345 0.75397  -0.3761

Atoms 1-6, force components in eV/Å:
N -1.0 0.4 0.2
H 0.5 -0.2 0.1
H 0.2 -0.1 -0.4
H 0.1 -0.1 0.2
H 0.2 0.6 -0.1
N 1.0 -0.7 0.4